{"formula": "C3LaLiO6", "method": "ωB97M-V/def2-TZVPD", "charge": 2, "total_energy_ha": -604.4074, "e_lumo_ev": -9.694, "de_lowest_kj_mol": 24.6, "orbital_gap_ev": 7.42, "species": ["C", "O", "C", "O", "O", "Li", "La", "O", "O", "O", "C"], "coordinates": [[0.882584, 1.360412, -0.271037], [1.484414, 2.305442, 0.216030], [-0.001507, 1.441495, -1.560900], [-0.530688, 0.317558, -1.869504], [-0.085024, 2.493575, -2.164001], [2.795169, 1.110355, 1.185647], [-0.166290, -1.686860, -0.881710], [1.005472, 0.165211, 0.248115], [0.314721, -0.366460, 3.348652], [-0.658998, -1.638708, 1.653380], [-0.286698, -0.873075, 2.487313]], "forces_ev_per_a": [[0.4, 1.6, -0.1], [-0.2, -0.9, -0.4], [1.0, 4.8, -0.4], [-0.8, -4.2, 0.2], [0.1, -2.2, 1.2], [-0.3, 0.6, -0.1], [0.1, 2.9, 0.0], [-0.2, -2.5, -0.3], [-2.2, -0.5, -2.2], [-0.6, 0.9, -0.2], [2.7, -0.6, 2.2]], "lowdin_charge": [-0.5290, 0.0764, -0.5355, -0.2495, 0.2073, 0.8769, 2.4453, -0.2950, 0.3141, -0.0043, -0.3066]}

{"formula": "C3Li2O3Rh", "method": "ωB97M-V/def2-TZVPD", "charge": 3, "total_energy_ha": -464.2556, "e_lumo_ev": [-12.880, -17.242], "spin_multiplicity": 5, "s2": 6.081, "orbital_gap_ev": [10.69, 6.25], "species": ["O", "C", "O", "Li", "Li", "C", "C", "O", "Rh"], "coordinates": [[-0.230487, -0.551822, 2.459807], [-0.556856, -0.019164, 1.368777], [-1.632422, 0.592776, 1.145674], [-1.671637, 1.035736, -0.655972], [1.390548, -1.421449, 2.195675], [0.374090, -0.182385, 0.238449], [1.087838, -0.397615, -0.736655], [1.730886, -0.673956, -1.755432], [2.661031, -1.179198, -3.111812]], "forces_ev_per_a": [[-0.9, 0.3, 0.7], [1.2, -0.2, -1.5], [-0.4, 0.0, 1.1], [-0.8, 0.6, -0.8], [0.9, -0.7, 0.7], [0.6, -0.1, -0.8], [-1.6, 0.3, 1.8], [-2.3, 1.5, 3.6], [3.3, -1.7, -4.8]], "lowdin_charge": [0.2217, -0.4865, 0.2217, 0.8968, 0.8963, 0.0825, -0.1246, -0.1652, 1.4572]}